[1]
Here is a cluster of 7 separate species, C46H49NO15S2Si in total from OMol25. Energies are from wB97M-V/def2-TZVPD.

CARTESIAN COORDINATES (ANGSTROEM)
C: 0.79 2.39 3.52
C: 0.60 1.21 2.54
Si: -0.43 1.72 1.03
S: 0.17 3.71 0.42
C: -0.18 0.56 -0.44
C: 0.61 -0.72 -0.13
C: -0.12 -1.72 0.76
C: 0.80 -2.91 1.13
N: 0.55 -3.51 2.45
C: -2.22 1.85 1.61
C: -3.26 1.57 0.51
C: -3.61 0.09 0.32
C: -4.49 -0.59 1.38
S: -5.54 0.50 2.30
O: -6.47 1.15 1.44
O: -4.77 1.29 3.20
O: -6.41 -0.54 3.17
H: 1.58 3.04 3.17
H: -0.12 3.00 3.52
H: 0.97 2.04 4.53
H: 1.57 0.80 2.23
H: 0.02 0.43 3.04
H: 1.48 3.52 0.29
H: 0.40 1.13 -1.17
H: -1.11 0.32 -0.95
H: 0.87 -1.24 -1.05
H: 1.54 -0.45 0.39
H: -0.48 -1.26 1.68
H: -0.98 -2.14 0.24
H: 1.84 -2.61 1.07
H: 0.65 -3.69 0.39
H: 1.02 -2.98 3.16
H: -0.44 -3.50 2.65
H: -2.39 2.89 1.93
H: -2.37 1.23 2.48
H: -2.82 1.89 -0.44
H: -4.15 2.18 0.63
H: -2.67 -0.47 0.29
H: -4.08 -0.03 -0.66
H: -3.92 -1.20 2.08
H: -5.18 -1.27 0.88
H: -5.81 -1.22 3.49
O: 4.83 6.48 7.76
C: 4.19 5.50 7.48
C: 4.35 4.81 6.18
C: 3.65 3.73 5.87
C: 2.66 3.16 6.82
O: 2.02 2.17 6.54
C: 2.49 3.85 8.12
C: 3.20 4.93 8.43
H: 5.08 5.24 5.50
H: 3.76 3.21 4.92
H: 1.76 3.41 8.80
H: 3.09 5.44 9.38
O: -5.96 -3.05 -5.42
C: -5.16 -2.99 -4.51
C: -5.61 -2.84 -3.10
C: -4.73 -2.76 -2.11
C: -3.28 -2.82 -2.36
O: -2.49 -2.76 -1.44
C: -2.82 -2.97 -3.76
C: -3.70 -3.05 -4.76
H: -6.67 -2.79 -2.94
H: -5.04 -2.65 -1.07
H: -1.75 -3.00 -3.92
H: -3.39 -3.15 -5.79
O: -12.51 -1.96 -1.41
C: -11.33 -1.78 -1.25
C: -10.40 -1.65 -2.41
C: -9.10 -1.46 -2.23
C: -8.51 -1.37 -0.87
O: -7.32 -1.20 -0.69
C: -9.43 -1.49 0.29
C: -10.74 -1.68 0.11
H: -10.85 -1.72 -3.39
H: -8.41 -1.35 -3.06
H: -8.98 -1.42 1.27
H: -11.43 -1.78 0.94
O: 6.39 2.33 5.61
C: 7.06 1.89 6.52
C: 8.55 1.89 6.46
C: 9.27 1.40 7.46
C: 8.64 0.84 8.68
O: 9.30 0.40 9.59
C: 7.15 0.84 8.74
C: 6.42 1.32 7.74
H: 8.99 2.31 5.57
H: 10.36 1.39 7.44
H: 6.71 0.42 9.63
H: 5.34 1.33 7.75
O: 0.52 -1.83 -3.58
C: 1.47 -1.34 -4.14
C: 1.30 -0.32 -5.21
C: 2.34 0.22 -5.82
C: 3.73 -0.17 -5.47
O: 4.68 0.32 -6.03
C: 3.91 -1.19 -4.40
C: 2.86 -1.73 -3.79
H: 0.27 -0.06 -5.45
H: 2.24 0.96 -6.61
H: 4.93 -1.46 -4.16
H: 2.96 -2.47 -3.00
O: 6.76 -0.35 -12.37
C: 6.02 -0.65 -11.46
C: 5.28 -1.94 -11.45
C: 4.47 -2.26 -10.45
C: 4.27 -1.35 -9.30
O: 3.53 -1.64 -8.38
C: 5.00 -0.06 -9.30
C: 5.81 0.27 -10.31
H: 5.45 -2.59 -12.30
H: 3.93 -3.20 -10.42
H: 4.84 0.59 -8.45
H: 6.36 1.20 -10.33

Kohn-Sham gap	7.38	eV
SMILES string	CC[Si@@](S)(CCCCN)CCCCS(=O)(=O)O.O=C1C=CC(=O)C=C1.O=C1C=CC(=O)C=C1.O=C1C=CC(=O)C=C1.O=C1C=CC(=O)C=C1.O=C1C=CC(=O)C=C1.O=C1C=CC(=O)C=C1
LUMO energy	-1.6778	eV


[2]
Here is a structure of composition C46H50As3CaI2N4O2S3 in a non-equilibrium geometry from OMol25. Energies are from wB97M-V/def2-TZVPD.

CARTESIAN COORDINATES (ANGSTROEM)
Ca: -0.74 -2.45 0.07
O: -2.22 -0.74 0.33
S: -2.72 -1.07 1.73
O: -4.01 -1.78 1.79
N: -1.44 -1.90 2.27
C: -1.35 -2.54 3.48
C: -1.94 -2.16 4.75
C: -1.38 -2.66 5.92
C: -0.35 -3.60 5.94
C: 0.17 -4.09 4.66
C: 1.18 -5.10 4.61
C: 1.59 -5.57 3.38
C: 0.92 -5.08 2.18
N: 0.03 -4.06 2.19
C: -0.39 -3.60 3.44
C: -2.82 0.51 2.62
C: -1.69 1.35 2.88
C: -1.82 2.47 3.72
C: -3.06 2.69 4.38
C: -4.21 1.92 4.03
C: -4.03 0.77 3.25
H: -2.85 -1.49 4.78
H: -1.78 -2.39 6.90
H: 0.15 -4.02 6.82
H: 1.54 -5.49 5.55
H: 2.38 -6.29 3.25
H: 1.16 -5.53 1.23
H: -0.72 1.10 2.43
H: -0.96 3.08 3.97
H: -3.15 3.61 5.03
H: -5.20 2.19 4.32
H: -4.89 0.14 3.08
C: -2.04 3.59 -1.14
As: -0.30 2.44 -1.35
C: -0.66 2.16 -3.29
C: 1.29 3.79 -1.69
C: 2.14 4.26 -0.51
C: 3.30 5.05 -1.14
C: 2.72 3.07 0.36
As: 3.94 3.48 1.90
C: 5.75 3.41 1.04
C: 4.07 1.72 2.87
C: 1.32 5.27 0.28
As: 2.32 6.02 1.83
C: 1.84 7.97 1.64
C: 1.03 5.63 3.28
H: -2.10 3.82 -0.07
H: -2.88 3.01 -1.53
H: -1.86 4.52 -1.72
H: -0.78 3.07 -3.83
H: -1.59 1.65 -3.29
H: 0.05 1.44 -3.81
H: 0.78 4.59 -2.23
H: 1.91 3.24 -2.44
H: 4.02 4.37 -1.65
H: 3.85 5.64 -0.40
H: 2.89 5.76 -1.89
H: 3.14 2.27 -0.24
H: 1.90 2.57 0.89
H: 5.90 4.26 0.36
H: 5.94 2.50 0.48
H: 6.46 3.35 1.86
H: 3.03 1.47 3.18
H: 4.76 1.88 3.69
H: 4.58 0.99 2.25
H: 0.38 4.74 0.68
H: 0.93 6.07 -0.36
H: 2.56 8.62 1.19
H: 1.48 8.21 2.64
H: 0.96 7.95 0.99
H: 1.43 5.97 4.22
H: 0.89 4.51 3.29
H: 0.08 6.22 3.21
S: -6.08 -6.37 -3.28
C: -7.57 -5.77 -2.66
C: -7.45 -4.49 -2.17
C: -6.15 -3.96 -2.25
C: -5.25 -4.86 -2.80
C: -3.81 -4.52 -2.83
C: -3.25 -3.67 -1.85
N: -1.96 -3.42 -1.73
C: -1.14 -3.78 -2.77
C: -1.60 -4.73 -3.73
C: -0.70 -5.25 -4.71
C: 0.51 -4.59 -4.95
C: 0.99 -3.60 -4.05
C: 2.18 -2.92 -4.22
C: 2.74 -2.08 -3.25
C: 2.03 -2.11 -2.06
N: 0.81 -2.55 -1.93
C: 0.23 -3.33 -2.88
C: 4.04 -1.42 -3.41
C: 4.52 -1.03 -4.64
C: 5.68 -0.24 -4.57
C: 6.08 -0.05 -3.27
S: 5.06 -0.72 -2.10
C: -2.93 -5.08 -3.75
H: -8.48 -6.35 -2.65
H: -8.22 -3.93 -1.70
H: -5.91 -2.92 -1.99
H: -3.95 -3.27 -1.08
H: -1.02 -6.04 -5.40
H: 1.17 -4.87 -5.80
H: 2.74 -2.98 -5.18
H: 2.56 -1.75 -1.19
H: 3.99 -1.32 -5.56
H: 6.26 0.08 -5.38
H: 7.00 0.47 -2.97
H: -3.29 -5.83 -4.48
I: -4.25 0.33 -3.38
I: -6.43 0.16 -1.91

total charge	+1
Kohn-Sham gap	5.03	eV
LUMO energy	-3.4359	eV
relative energy (zero: lowest compared OMol25 entry of this formula, charge and spin)	78.3	kcal per mole


[3]
Here is a structure of composition C46H50AuGeI2N3O in a non-equilibrium geometry from OMol25. Energies are from wB97M-V/def2-TZVPD.

CARTESIAN COORDINATES (ANGSTROEM)
Au: -1.66 2.19 -0.52
C: 1.90 7.60 -2.38
C: 2.53 7.24 -1.07
C: 3.75 7.81 -0.76
C: 4.39 7.49 0.47
C: 3.85 6.44 1.21
C: 2.64 5.76 0.83
C: 1.94 6.31 -0.20
N: 0.68 5.77 -0.52
C: 0.36 4.49 -0.70
N: 1.36 3.52 -0.88
C: 1.33 2.16 -1.27
C: 0.15 1.42 -1.38
C: 0.31 0.10 -1.69
C: 1.54 -0.51 -2.03
C: 2.70 0.20 -1.90
C: 2.63 1.52 -1.40
C: 3.87 2.23 -1.07
N: -0.90 4.13 -0.65
C: -1.91 5.20 -0.67
C: -2.29 5.81 -1.86
C: -3.10 6.94 -1.88
C: -3.60 7.47 -0.68
C: -3.37 6.78 0.46
C: -2.49 5.70 0.53
C: -2.61 4.98 1.84
H: 1.10 8.38 -2.26
H: 1.41 6.74 -2.88
H: 2.59 7.91 -3.14
H: 4.21 8.46 -1.47
H: 5.32 7.98 0.75
H: 4.44 5.98 1.98
H: 2.10 5.02 1.45
H: 0.00 6.49 -0.67
H: 2.29 3.91 -0.83
H: -0.56 -0.56 -1.83
H: 1.55 -1.54 -2.36
H: 3.74 -0.21 -2.15
H: 4.77 1.53 -0.87
H: 3.79 2.85 -0.14
H: 4.30 2.91 -1.84
H: -1.84 5.34 -2.80
H: -3.14 7.42 -2.85
H: -4.29 8.32 -0.62
H: -3.83 7.13 1.38
H: -2.39 5.62 2.70
H: -1.84 4.13 1.87
H: -3.68 4.63 2.02
Ge: -3.70 1.00 -0.02
C: -3.64 0.12 1.80
C: -4.76 0.27 2.65
C: -4.69 -0.18 3.97
C: -3.60 -0.83 4.50
C: -2.45 -0.88 3.68
C: -2.43 -0.39 2.38
C: -3.69 -0.48 -1.32
C: -4.00 -0.18 -2.66
C: -3.73 -1.01 -3.71
C: -3.29 -2.32 -3.42
C: -2.98 -2.64 -2.11
C: -3.08 -1.75 -1.11
H: -5.12 1.68 -0.19
H: -5.55 0.92 2.31
H: -5.57 -0.04 4.65
H: -3.53 -1.14 5.57
H: -1.57 -1.20 4.24
H: -1.46 -0.35 1.82
H: -4.43 0.87 -2.89
H: -3.75 -0.60 -4.75
H: -3.20 -3.15 -4.19
H: -2.53 -3.60 -1.90
H: -2.60 -1.94 -0.18
C: -0.39 -7.81 3.18
C: 1.14 -7.64 3.17
C: 1.56 -6.39 3.95
C: 1.77 -7.68 1.78
C: 3.00 -8.38 1.69
C: 3.70 -8.49 0.53
C: 3.20 -7.95 -0.67
C: 2.08 -7.15 -0.63
C: 1.47 -6.49 -1.80
C: 1.86 -5.00 -1.96
C: 1.85 -7.20 -3.19
C: 1.29 -6.98 0.60
O: 0.27 -6.25 0.61
H: -0.70 -7.82 4.22
H: -0.73 -8.68 2.68
H: -0.80 -6.95 2.62
H: 1.66 -8.54 3.64
H: 0.79 -5.65 3.87
H: 2.50 -6.03 3.52
H: 1.76 -6.65 5.02
H: 3.37 -8.97 2.60
H: 4.66 -9.10 0.52
H: 3.84 -8.06 -1.59
H: 0.31 -6.56 -1.70
H: 2.95 -5.09 -2.06
H: 1.63 -4.36 -1.11
H: 1.46 -4.53 -2.87
H: 2.93 -7.15 -3.51
H: 1.28 -6.74 -3.99
H: 1.63 -8.26 -3.15
I: 0.32 2.08 2.62
I: -0.38 1.12 4.99

total charge	+2
<S²>	2.019
2S+1	3
Kohn-Sham gap (alpha / beta)	3.25 / 3.35	eV
LUMO energy (alpha / beta)	-8.8814 / -8.8810	eV
relative energy (zero: lowest compared OMol25 entry of this formula, charge and spin)	75.5	kcal per mole